{
  "formula": "C15H18B2ClF4IN4O4Pt",
  "method": "wB97M-V/def2-TZVPD",
  "elements": ["Pt", "C", "C", "N", "O", "B", "F", "F", "O", "N", "C", "C", "C", "N", "O", "B", "F", "F", "O", "N", "C", "C", "C", "H", "H", "H", "H", "H", "H", "H", "H", "H", "H", "H", "H", "I", "Cl", "C", "C", "C", "C", "C", "C", "C", "H", "H", "H", "H", "H", "H"],
  "positions_angstrom": [[0.80548, -0.00331, -0.46166], [0.33031, -4.06781, 0.60086], [0.57596, -2.75571, -0.04036], [0.51614, -1.63004, 0.60601], [0.09779, -1.53291, 1.86742], [0.71433, -0.34877, 2.66655], [0.28390, -0.47012, 3.92214], [2.07921, -0.37947, 2.41804], [0.19940, 1.02252, 2.15248], [0.63861, 1.36237, 0.93798], [0.83197, 2.59607, 0.57286], [0.76418, 3.72586, 1.52999], [1.09397, 2.74976, -0.87519], [1.07144, 1.63052, -1.53181], [1.13021, 1.57658, -2.84515], [1.78249, 0.29547, -3.44335], [3.00715, 0.15966, -2.78336], [1.78990, 0.43615, -4.76053], [0.98957, -1.00560, -3.13608], [0.94195, -1.36888, -1.87125], [0.84941, -2.60547, -1.48772], [0.96679, -3.75481, -2.41459], [1.32594, 4.04901, -1.54578], [0.16682, -3.95083, 1.66834], [1.18339, -4.73013, 0.44149], [-0.53815, -4.56377, 0.16024], [0.51587, 3.35294, 2.51945], [0.02498, 4.47166, 1.23369], [1.72667, 4.24040, 1.57746], [1.20504, -3.41301, -3.41756], [0.04281, -4.33681, -2.44600], [1.74640, -4.43583, -2.06637], [1.06335, 4.89124, -0.91278], [0.78273, 4.09783, -2.49009], [2.38281, 4.13669, -1.81668], [3.85381, -0.24778, -0.10445], [-2.55258, 2.78480, 0.35396], [-2.62375, 1.24401, 1.03692], [-3.01336, 1.12684, 2.39587], [-3.16324, -0.11337, 2.98153], [-2.97015, -1.25242, 2.20447], [-2.57014, -1.15383, 0.85428], [-2.33454, 0.08921, 0.22614], [-1.83601, 0.15981, -1.07867], [-3.20171, 2.02440, 2.97204], [-3.44553, -0.19797, 4.02070], [-3.12521, -2.22860, 2.64655], [-2.43406, -2.05276, 0.26610], [-1.80485, 1.10442, -1.60539], [-1.86749, -0.72821, -1.69877]],
  "atomic_forces_ev_per_a": [[0.8, -0.1, 0.1], [0.0, -0.2, 0.0], [-0.1, 0.3, 0.8], [0.0, -0.7, -0.4], [0.0, 0.0, 0.4], [0.3, 0.1, -0.7], [-0.1, 0.0, 0.1], [0.0, 0.0, 0.1], [0.0, -0.1, 0.3], [0.1, 0.9, -0.1], [-0.2, -0.6, 0.7], [0.0, 0.1, 0.1], [0.1, -0.2, -0.7], [0.1, 0.5, 0.5], [0.1, -0.1, -0.5], [-0.2, 0.0, 0.5], [0.2, 0.0, 0.0], [0.0, 0.0, -0.1], [0.2, 0.2, -0.5], [-0.1, -0.7, 0.3], [0.1, 0.4, -0.6], [-0.1, -0.2, 0.0], [0.1, 0.1, -0.2], [0.0, 0.0, 0.0], [0.0, 0.0, 0.0], [0.0, 0.0, 0.0], [0.0, 0.0, 0.0], [0.0, 0.0, -0.1], [0.0, 0.0, -0.1], [0.0, 0.0, 0.0], [0.0, 0.1, 0.0], [0.0, 0.0, 0.0], [0.0, 0.0, 0.0], [-0.1, 0.0, 0.1], [0.0, 0.0, 0.1], [-0.6, 0.1, 0.0], [0.0, -0.2, 0.2], [0.2, 0.1, -0.6], [-0.1, -0.2, 0.5], [0.0, -0.1, 0.0], [-0.2, 0.2, 0.6], [0.2, 0.3, -0.6], [0.1, -0.1, 0.1], [-1.3, 0.1, -0.3], [0.0, 0.1, -0.1], [0.0, 0.0, 0.0], [0.0, 0.0, -0.1], [0.0, 0.0, 0.1], [0.2, 0.0, 0.0], [0.3, -0.1, 0.1]],
  "mulliken_spin": [0.152, -0.003, 0.004, 0.063, 0.018, -0.039, 0.003, 0.041, 0.021, 0.013, -0.014, 0.004, 0.017, 0.091, 0.002, -0.009, 0.039, 0.001, 0.007, 0.105, 0.003, 0.001, 0.000, 0.000, 0.001, 0.001, -0.001, 0.000, 0.000, -0.001, 0.000, 0.000, 0.000, 0.000, 0.000, 1.517, 0.147, 0.308, 0.166, 0.123, 0.238, 0.315, 0.020, 0.615, -0.005, 0.009, -0.001, 0.001, 0.010, 0.020],
  "homo_ev": [-14.50, -15.58],
  "s_squared": 6.034,
  "gap_ev": [7.189, 4.860],
  "charge": 2,
  "multiplicity": 5
}